# 1
Density functional theory data (wB97M-V/def2-TZVPD) for one molecule with the formula C3H5NO2 at a distorted geometry.

Results
energy relative to the best compared isomer or geometry (same formula, charge and spin): 51.0 kcal/mol
E: -8775.4852 eV

```
! wB97M-V def2-TZVPD RIJCOSX def2/J DEFGRID3
* xyz 0 1
O 2.7589 -0.3799 -0.0247
C 1.6857 0.0840 -0.2993
N 0.5405 -0.5735 0.7694
C -0.7235 -0.4052 0.5673
C -1.1650 0.7097 -0.2344
O 1.1254 0.7929 -1.1065
H 0.8709 -1.4582 1.1344
H -0.8440 -0.1098 -1.0026
H -1.4625 -1.1691 0.7949
H -0.5757 1.6320 -0.1483
H -2.2109 0.8770 -0.4501
*
```

---

# 2
Density functional theory data (wB97M-V/def2-TZVPD) for a 2-piece molecular cluster, C2H2Cl2OS overall at a distorted geometry.

Results
energy relative to the best compared isomer or geometry (same formula, charge and spin): 92.4 kcal/mol
E: -40029.7606 eV

```
! wB97M-V def2-TZVPD RIJCOSX def2/J DEFGRID3
* xyz 0 1
C -0.2638 0.5349 0.6397
C 0.4059 -0.4242 0.0324
O 0.0150 0.9392 1.9193
S -0.1496 -0.9149 -2.5979
Cl -1.5365 1.4860 -0.1343
Cl 1.6690 -1.3765 0.4512
H -0.3688 1.9038 2.1609
H 0.2288 -2.1483 -2.4713
*
```

---

# 3
Density functional theory data (wB97M-V/def2-TZVPD) for an isolated ion of composition C24H17ClF6N and charge +1 at a distorted geometry.

Results
E: -55476.4233 eV

```
! wB97M-V def2-TZVPD RIJCOSX def2/J DEFGRID3
* xyz 1 1
F -4.5595 3.2620 2.2361
C -4.7704 2.0997 1.5446
F -5.6848 1.3831 2.2620
F -5.3768 2.4593 0.3670
C -3.4884 1.3503 1.2908
C -3.4207 -0.0077 1.5658
C -2.2050 -0.6602 1.3897
C -1.0858 0.0154 0.9046
C 0.2315 -0.7803 0.8072
C 1.5318 0.0187 1.0416
C 1.5631 1.3160 1.5547
C 2.7654 2.0080 1.6938
C 3.9536 1.3304 1.4427
C 5.2744 2.0369 1.5894
F 6.2044 1.2700 2.2443
F 5.7986 2.3436 0.3566
F 5.1787 3.2062 2.2856
C 3.9682 -0.0137 1.0792
C 2.7522 -0.6690 0.8945
C -1.2255 1.3430 0.4971
C -2.4057 2.0337 0.7546
H -4.2846 -0.5501 1.9466
H -2.1221 -1.7139 1.6689
H 0.2016 -1.4840 1.6494
H 0.6415 1.8204 1.8465
H 2.7649 3.0509 2.0126
H 4.9066 -0.5552 0.9492
H 2.7537 -1.7329 0.6499
H -0.3998 1.8806 0.0331
H -2.4769 3.1013 0.5642
C -1.1323 -3.8414 0.0843
C -0.8521 -2.5852 -0.6341
C 0.2826 -1.5970 -0.4629
C 0.1565 -0.7593 -1.7363
C -0.9280 -1.2439 -2.4658
N -1.4736 -2.3441 -1.7803
C -1.1784 -0.9043 -3.7808
C -0.3239 0.0211 -4.3909
C 0.7707 0.5415 -3.6681
Cl 1.8416 1.6352 -4.4412
C 1.0367 0.1382 -2.3446
H -0.3437 -4.0428 0.8256
H -2.1229 -3.8291 0.5771
H -1.1611 -4.6633 -0.6614
H 1.2195 -2.1742 -0.5280
H -2.2164 -2.9419 -2.1546
H -2.0167 -1.3761 -4.2944
H -0.4819 0.3200 -5.4253
H 1.9388 0.4842 -1.8407
*
```

---

# 4
Density functional theory data (wB97M-V/def2-TZVPD) for a 2-piece molecular cluster, C9H21N3O6P overall at a distorted geometry.

Results
E: -35715.3566 eV

```
! wB97M-V def2-TZVPD RIJCOSX def2/J DEFGRID3
* xyz -1 1
C -2.1970 2.5142 -1.2625
C -1.1333 2.6456 -0.1659
N -1.1396 1.5170 0.7889
P -0.0820 0.1847 0.3368
C 1.4510 1.0309 0.8387
C 1.9992 0.4828 2.1874
C 3.3827 -0.1805 2.0983
O 3.3358 -1.5878 1.9749
N 0.9404 -1.4044 -0.0270
C 0.2417 -2.6252 0.0274
C -0.0615 -3.1105 1.4234
O -0.0132 -3.2900 -0.9457
C 1.8408 -1.3494 -1.1337
C 1.3129 -1.0766 -2.5104
O 3.0243 -1.4737 -0.9216
H -3.0554 1.9084 -0.9531
H -1.8000 2.0665 -2.1776
H -2.5899 3.4951 -1.5449
H -1.2787 3.5780 0.3919
H -0.1339 2.7212 -0.6173
H -2.0925 1.1548 0.8065
H -0.4944 0.1782 -1.0071
H -0.7704 -0.6183 1.2476
H 1.2315 2.0925 0.9251
H 2.2252 0.8982 0.0766
H 1.3197 -0.2537 2.6267
H 2.0486 1.3153 2.8954
H 3.9570 0.0379 3.0041
H 3.9370 0.2467 1.2502
H 3.2164 -1.7773 1.0281
H 0.8174 -3.6617 1.7705
H -0.1982 -2.2848 2.1222
H -0.9373 -3.7588 1.4170
H 1.1284 0.0014 -2.6030
H 0.3670 -1.5906 -2.6767
H 2.0650 -1.3555 -3.2482
N -5.4725 0.8380 -1.8634
O -4.7182 1.0688 -2.8330
O -6.6768 0.5933 -2.0447
O -4.9971 0.8296 -0.7020
*
```

---

# 5
Density functional theory data (wB97M-V/def2-TZVPD) for one molecule with the formula C6H11N at a distorted geometry.

Results
energy relative to the best compared isomer or geometry (same formula, charge and spin): 39.6 kcal/mol
E: -7888.8141 eV

```
! wB97M-V def2-TZVPD RIJCOSX def2/J DEFGRID3
* xyz 0 1
C 1.1651 2.1635 0.2441
C 0.7021 0.8682 0.8993
C 0.6001 -0.3259 -0.1074
C -0.8585 -0.7373 -0.5231
C -1.0038 -2.2061 -0.9147
C -1.6836 -0.2833 0.6010
N -1.7106 0.4544 1.4981
H 0.9379 2.9922 0.9192
H 2.2380 2.1927 0.0252
H 0.6291 2.3473 -0.6970
H 1.3645 0.5615 1.7123
H -0.2979 1.1614 1.5289
H 1.1326 -0.1093 -1.0516
H 1.0867 -1.2301 0.2909
H -1.1839 -0.1169 -1.3664
H -0.4120 -2.4164 -1.8117
H -0.6574 -2.8693 -0.1153
H -2.0487 -2.4466 -1.1318
*
```

---

# 6
Density functional theory data (wB97M-V/def2-TZVPD) for one molecule with the formula C5H13NO at a distorted geometry.

Results
energy relative to the best compared isomer or geometry (same formula, charge and spin): 34.3 kcal/mol
E: -8932.5239 eV

```
! wB97M-V def2-TZVPD RIJCOSX def2/J DEFGRID3
* xyz 0 1
C -0.9973 1.2965 -1.1964
N -0.4280 0.0069 -0.8203
C 0.7713 -0.2869 -1.5853
C -0.0369 1.0542 1.4522
C -0.3730 -0.2020 0.6171
C 0.5981 -1.3140 1.0272
O 0.2602 -2.5849 0.4776
H -1.9294 1.4398 -0.6627
H -1.2605 1.2413 -2.2521
H -0.2815 2.1233 -1.0952
H 1.5952 0.4365 -1.4031
H 1.1035 -1.2869 -1.3783
H 0.5407 -0.2062 -2.6448
H 0.6373 1.7235 0.9140
H 0.4808 0.7845 2.3794
H -0.9061 1.6129 1.7747
H -1.3535 -0.5559 0.9628
H 0.6540 -1.3645 2.1076
H 1.5670 -1.0961 0.5927
H -0.6419 -2.8219 0.7326
*
```